Version P
{"formula": "C3H6ClNSi", "method": "ωB97M-V/def2-TZVPD", "e_homo_ev": -9.3, "e_lumo_ev": -1.56, "symbols": ["C", "C", "C", "N", "Si", "Cl", "H", "H", "H", "H", "H", "H"], "positions_angstrom": [[1.627, -1.233, 0.678], [0.544, 0.790, -1.555], [-1.094, 0.322, 1.363], [2.445, -1.676, 1.355], [0.187, -0.191, 0.091], [-1.147, -2.690, -1.222], [1.156, 1.593, -1.141], [0.894, 0.267, -2.347], [-0.482, 1.067, -1.937], [-1.851, 0.803, 0.805], [-1.466, -0.382, 2.054], [-0.813, 1.331, 1.856]], "mulliken_charge": [0.312, -0.894, -0.908, -0.335, 0.354, -0.553, 0.322, 0.377, 0.299, 0.332, 0.349, 0.346]}

---

Version Q
{"formula": "C3H6ClNSi", "method": "ωB97M-V/def2-TZVPD", "e_homo_ev": -9.1, "e_lumo_ev": -0.45, "smiles": "C=[Si](Cl)C#N.C", "symbols": ["C", "C", "C", "N", "Si", "Cl", "H", "H", "H", "H", "H", "H"], "positions_angstrom": [[-1.883, 1.634, 0.687], [-3.197, -0.102, -1.580], [1.950, 0.040, 0.934], [-1.697, 2.532, 1.361], [-2.471, 0.007, -0.018], [-1.934, -1.571, 1.032], [-3.506, 0.704, -2.323], [1.131, -0.594, 1.255], [-3.490, -0.983, -2.115], [2.825, -0.083, 1.515], [1.650, 1.107, 0.967], [2.181, -0.365, -0.017]], "mulliken_charge": [0.188, -0.732, -0.936, -0.346, 0.467, -0.157, 0.247, 0.149, 0.326, 0.308, 0.210, 0.277]}

---

Going by the energies, version Q is most stable and the next is 46.6 kJ/mol up.